No. 1
ORCA calculation (wB97M-V/def2-TZVPD) on C11H25F6NO19S8SrZr as an isolated structure at a distorted geometry.

XYZ file:
```
72
Properties=species:S:1:pos:R:3:forces:R:3
Sr -1.711 -0.650 3.927 1.00 1.06 -1.82
Zr -2.541 1.214 -0.435 -1.75 -4.18 -2.57
S -4.128 -0.631 -2.076 0.75 -2.07 0.59
O -4.413 -0.718 -3.473 -0.65 0.72 -0.62
O -4.645 -1.699 -1.268 -0.09 0.06 -0.48
O -2.659 -0.412 -1.905 4.29 -1.95 -0.19
O -4.315 0.677 -1.373 -3.76 4.23 1.14
S -4.103 0.057 1.663 -1.63 -0.27 -3.94
O -2.945 -0.381 0.832 2.09 -2.54 0.33
O -5.299 -0.550 1.167 0.05 0.75 1.59
O -3.810 -0.244 3.064 0.08 0.52 1.32
O -3.923 1.498 1.213 -0.96 1.94 1.44
O 1.391 -0.614 0.342 -0.46 -0.23 0.60
C 0.090 -0.346 0.576 -2.58 0.56 0.99
O -0.656 0.152 -0.296 1.56 0.05 -0.74
O -0.318 -0.592 1.748 0.66 -0.67 0.22
H 1.533 -0.974 1.247 0.80 0.04 -0.70
C 1.319 2.959 -0.684 -0.68 0.20 -0.49
F 1.754 2.317 0.385 0.20 -0.16 0.07
F 2.233 3.798 -1.124 0.33 0.60 0.33
F 1.086 2.116 -1.675 -0.32 -0.38 0.17
S -0.247 3.941 -0.248 -0.65 1.08 -2.30
O 0.204 5.053 0.558 -0.18 -1.69 -0.24
O -0.933 4.297 -1.469 0.79 -0.63 1.06
N -1.227 2.669 0.487 3.09 4.05 1.88
S -0.982 2.933 2.086 -0.61 0.54 1.78
O -1.539 1.875 2.865 -1.16 -1.14 0.19
O 0.325 3.295 2.540 0.15 0.18 -0.77
C -2.149 4.445 2.423 1.10 1.12 -0.15
F -1.676 5.295 3.372 -0.21 -1.39 -0.14
F -2.200 5.225 1.322 -1.06 -0.98 0.42
F -3.326 3.973 2.784 0.23 0.41 -0.29
C 0.781 -6.226 1.152 -0.78 0.17 -0.31
S 1.932 -5.205 0.158 0.19 0.17 -0.55
O 1.267 -4.837 -1.144 0.24 -0.27 1.27
C 1.933 -3.701 1.175 -0.57 0.17 1.11
H -0.251 -6.063 0.830 0.16 0.31 -0.37
H 0.757 -6.033 2.224 0.64 0.03 -0.01
H 0.997 -7.267 0.926 0.23 0.02 0.16
H 2.380 -3.776 2.172 0.15 -0.87 -0.10
H 0.889 -3.447 1.376 -0.02 0.36 -0.43
H 2.494 -2.880 0.739 -0.26 -0.21 -0.72
C 2.132 1.374 5.850 1.12 -0.16 -0.26
S 2.041 0.055 4.589 -0.41 1.88 0.92
O 0.599 0.226 4.157 0.07 -0.70 0.34
C 3.082 0.822 3.308 -0.47 -1.06 0.23
H 1.517 1.032 6.677 -0.06 0.26 0.05
H 1.868 2.347 5.435 -0.71 -0.30 -0.25
H 3.166 1.543 6.164 0.01 -0.55 0.23
H 3.837 1.495 3.702 -0.11 0.04 0.12
H 2.392 1.294 2.611 0.13 0.09 -0.07
H 3.546 -0.084 2.918 0.26 0.43 -0.63
C -0.802 0.256 -4.158 -0.54 -1.14 0.40
S -1.906 1.637 -3.818 0.04 -0.31 -1.27
O -1.740 1.945 -2.343 0.36 0.75 0.28
C -1.077 2.954 -4.764 -0.68 -0.04 -0.24
H -1.455 -0.612 -4.034 0.05 0.09 0.50
H -0.039 0.224 -3.383 0.08 0.12 -0.09
H -0.414 0.083 -5.161 0.10 1.05 -0.12
H -0.057 3.182 -4.471 -0.16 0.16 0.38
H -1.795 3.776 -4.770 0.45 0.37 0.63
H -1.077 2.703 -5.829 0.05 -0.72 0.17
C 3.244 -2.372 -2.176 0.33 -0.48 1.20
S 2.838 -3.412 -3.581 -0.34 1.17 -1.07
O 3.464 -2.703 -4.762 -0.22 -0.61 0.57
C 1.059 -2.959 -3.682 0.06 -0.79 0.22
H 2.515 -1.598 -1.945 0.23 0.35 -0.47
H 4.279 -2.058 -2.301 -0.21 0.46 -0.38
H 3.287 -2.980 -1.270 -0.20 -0.31 -0.17
H 0.653 -2.772 -2.690 0.02 0.08 -0.03
H 0.530 -3.818 -4.093 0.03 0.01 -0.04
H 0.945 -2.121 -4.366 0.31 0.14 0.12
```
Forces are in eV/Å.

Lowest unoccupied orbital energy in Ha: -0.0724
Max |F| in eV/Å: 5.78
Highest occupied orbital energy in eV: -8.330
E in eV: -157310.1124

No. 2
ORCA calculation (wB97M-V/def2-TZVPD) on C11H25N16OPRuS as an isolated structure at a distorted geometry.

XYZ file:
```
56
Properties=species:S:1:pos:R:3:forces:R:3
Ru 0.480 -0.595 -2.196 -0.42 0.19 1.90
N 0.295 -4.044 -1.975 -0.72 0.76 -0.12
C -0.866 -3.325 -1.934 0.65 -0.73 0.00
N -2.076 -3.805 -1.714 -0.79 -0.17 0.08
N -2.875 -2.744 -1.713 0.42 -0.91 0.02
N -2.195 -1.651 -1.930 0.61 0.24 -0.12
N -0.911 -1.985 -2.073 -0.20 1.21 -0.14
C 1.499 -3.480 -2.064 0.14 -0.40 0.06
N 2.673 -4.147 -2.063 -0.11 -0.03 0.00
N 3.589 -3.229 -2.101 -0.41 -0.14 -0.02
N 3.035 -2.006 -2.138 -0.11 0.18 0.01
N 1.730 -2.138 -2.110 0.70 0.78 -0.22
H 0.240 -5.063 -1.962 -0.03 -0.02 0.14
C -2.535 3.764 -2.424 -0.03 -0.11 -0.04
C -1.084 3.498 -2.550 -0.02 0.00 0.06
N -0.148 4.389 -2.619 0.11 0.12 -0.04
N 1.023 3.694 -2.694 -0.17 0.01 -0.02
C 0.839 2.389 -2.660 0.21 -0.10 0.07
S 1.990 1.108 -2.680 -0.08 -0.49 -0.15
N -0.495 2.238 -2.570 -0.10 0.08 0.05
N -1.056 0.960 -2.550 0.11 -0.57 0.08
H -2.686 4.840 -2.423 0.00 0.01 0.00
H -2.928 3.353 -1.492 0.02 0.02 0.01
H -3.094 3.331 -3.255 0.02 0.01 -0.01
H 1.902 4.187 -2.777 -0.01 0.04 0.01
H -1.774 0.864 -1.829 0.11 0.10 0.15
H -1.509 0.754 -3.441 -0.04 0.14 -0.06
C 1.749 -0.840 3.395 0.10 0.04 -0.05
N 1.357 -1.058 2.000 0.05 -0.06 -0.43
C 2.433 -1.569 1.156 0.04 -0.13 0.21
P 0.135 -0.169 1.358 0.34 -0.15 0.69
O 0.160 -0.190 -0.168 0.18 -0.15 -1.66
N -1.262 -0.754 1.942 -0.18 0.08 -0.28
C -2.510 -0.190 1.422 -0.01 -0.01 0.19
C -1.408 -1.669 3.073 -0.04 -0.12 -0.04
N 0.264 1.406 1.808 -0.09 0.03 -0.25
C -0.190 1.889 3.112 -0.11 0.17 -0.09
C 1.367 2.177 1.233 -0.10 0.13 0.10
H 2.087 -1.784 3.823 -0.07 -0.02 0.01
H 0.909 -0.478 3.984 0.03 0.01 0.04
H 2.577 -0.128 3.470 -0.05 0.06 -0.01
H 2.808 -2.505 1.574 -0.03 -0.01 -0.02
H 3.274 -0.872 1.090 -0.04 0.02 -0.02
H 2.052 -1.755 0.162 0.05 -0.02 0.01
H -2.315 0.316 0.478 -0.06 0.04 0.01
H -2.960 0.518 2.123 0.03 0.01 -0.01
H -3.226 -0.991 1.240 0.04 -0.02 -0.03
H -0.483 -2.210 3.243 -0.01 -0.01 0.01
H -2.189 -2.395 2.845 0.01 0.01 -0.04
H -1.698 -1.140 3.984 0.03 0.03 -0.01
H -0.949 1.225 3.520 0.01 0.01 0.02
H -0.628 2.882 2.999 -0.03 -0.02 -0.01
H 0.638 1.973 3.820 0.01 -0.09 -0.01
H 1.679 1.734 0.289 0.05 0.01 0.01
H 2.225 2.218 1.910 0.01 -0.05 -0.02
H 1.041 3.204 1.053 0.00 -0.01 -0.02
```
Forces are in eV/Å.

Net charge: +2
Lowest unoccupied orbital energy (spin up / spin down) in Ha: -0.3821 / -0.3809
Max |F| in eV/Å: 1.96
Highest occupied orbital energy (spin up / spin down) in eV: -14.670 / -14.669
E in eV: -60390.0322

No. 3
ORCA calculation (wB97M-V/def2-TZVPD) on C11H25N5O8P2Sr as an isolated structure.

XYZ file:
```
52
Properties=species:S:1:pos:R:3:forces:R:3
Sr 0.617 -0.606 1.109 0.42 -0.55 -0.54
N 4.391 -2.185 2.470 0.01 0.04 0.04
C 3.671 -1.346 1.702 -0.18 -0.18 -0.04
O 2.894 -0.529 2.220 0.02 0.07 0.01
C 3.741 -1.525 0.217 -0.09 0.14 0.05
C 2.393 -2.174 -0.177 0.00 -0.09 0.09
H 4.190 -2.226 3.455 0.04 0.03 0.00
H 4.900 -2.940 2.046 0.04 0.03 0.00
H 4.660 -2.051 -0.073 -0.02 -0.06 0.00
H 3.797 -0.515 -0.200 0.08 -0.02 -0.05
H 2.446 -3.243 0.070 0.00 0.00 0.02
H 2.303 -2.132 -1.264 0.05 -0.05 0.00
C -2.864 0.602 4.231 -0.01 -0.07 -0.04
C -1.803 1.309 3.383 -0.52 0.22 0.38
O -1.832 2.727 3.585 -0.01 -0.04 0.03
P -0.161 0.746 3.858 -0.43 0.29 0.55
O 0.837 1.571 2.950 0.10 0.08 -0.28
O 0.052 1.252 5.339 0.00 0.13 -0.02
O -0.027 -0.712 3.693 0.21 -0.47 -0.54
P -2.132 1.113 1.570 -0.18 0.52 0.35
O -2.137 -0.498 1.311 0.08 -0.24 -0.02
O -3.449 1.726 1.330 -0.03 -0.12 -0.12
O -0.876 1.569 0.864 0.54 -0.32 0.13
H -2.835 0.985 5.251 0.06 0.00 0.00
H -2.694 -0.475 4.253 -0.02 0.00 -0.01
H -3.854 0.798 3.815 0.01 0.03 -0.01
H -2.621 3.059 3.130 0.01 -0.01 -0.02
H 0.325 1.886 2.161 -0.02 0.44 -0.05
H 0.966 1.275 5.645 0.04 -0.02 -0.01
H -3.022 -0.879 1.325 -0.02 0.01 0.03
C 0.495 -1.137 -2.847 0.06 -0.02 -0.02
N -0.043 -0.262 -1.789 -0.21 0.21 0.17
C -1.520 -0.316 -1.872 -0.03 -0.01 -0.06
N -2.026 0.077 -3.183 0.01 -0.02 0.00
C -1.439 -0.810 -4.187 0.00 0.00 -0.01
N 0.023 -0.758 -4.178 0.00 0.01 0.02
C 0.431 0.627 -4.427 0.00 0.00 -0.01
N -0.108 1.550 -3.427 0.01 -0.01 0.00
C 0.359 1.126 -2.109 0.00 0.04 -0.02
C -1.570 1.445 -3.449 0.00 0.01 -0.01
H 0.205 -2.168 -2.635 0.00 0.00 0.00
H 1.582 -1.074 -2.835 -0.01 0.00 0.02
H -1.936 0.356 -1.124 0.00 0.01 -0.02
H -1.845 -1.337 -1.656 0.01 0.00 0.00
H -1.799 -0.517 -5.176 0.00 0.00 0.00
H -1.760 -1.835 -3.989 0.00 0.00 0.01
H 0.078 0.928 -5.415 0.00 0.00 0.00
H 1.521 0.684 -4.413 0.00 0.00 0.00
H -0.055 1.790 -1.350 0.00 -0.01 -0.01
H 1.450 1.185 -2.085 0.00 -0.01 -0.01
H -1.933 1.754 -4.431 0.00 0.00 0.00
H -1.988 2.111 -2.693 0.00 0.00 0.00
```
Forces are in eV/Å.

Lowest unoccupied orbital energy in Ha: 0.0068
Max |F| in eV/Å: 0.88
Highest occupied orbital energy in eV: -7.070
E in eV: -55064.0883

No. 4
ORCA calculation (wB97M-V/def2-TZVPD) on C11H26AlN3O12P2 as an isolated structure at a distorted geometry.

XYZ file:
```
55
Properties=species:S:1:pos:R:3:forces:R:3
Al 0.961 -0.244 0.923 1.44 0.08 0.96
P 2.577 -1.106 4.410 0.82 1.22 -0.47
O 2.552 -1.710 2.985 -0.35 -0.25 0.56
O 1.801 0.244 4.352 -0.23 -0.36 0.21
O 4.028 -0.618 4.703 -0.21 -0.32 0.18
O 2.058 -2.027 5.533 -0.35 -0.48 -0.10
P 4.026 1.525 0.827 0.03 -1.00 1.88
O 5.001 1.552 2.050 0.42 0.50 -0.48
O 3.799 0.046 0.457 -0.11 0.43 -1.40
O 4.423 2.507 -0.286 -0.22 -0.23 -0.55
O 2.737 1.936 1.609 -0.79 0.46 -0.48
C -3.983 -1.161 -1.285 -0.40 -0.66 -0.14
C -3.152 -0.616 -0.105 1.60 1.04 -0.56
O -1.853 -0.920 -0.177 -0.41 -0.72 -0.22
H -5.066 -0.940 -1.205 0.04 -0.04 0.09
H -3.831 -2.250 -1.323 -0.16 0.06 0.04
H -3.639 -0.785 -2.256 0.19 0.20 0.17
H -3.630 -0.907 0.864 -0.39 -0.01 -0.03
H -3.204 0.512 -0.208 -0.87 0.18 0.34
C -0.315 -2.771 3.801 -0.03 -0.40 0.72
O -0.295 -2.331 2.692 -0.43 0.22 -0.63
N -1.401 -3.550 4.244 -0.01 0.61 0.10
C -1.271 -4.413 5.381 1.14 -0.31 -0.67
C -2.556 -3.733 3.428 -0.65 -2.04 0.78
H 0.452 -2.629 4.595 0.32 0.14 -0.24
H -0.470 -4.057 6.036 -0.47 0.50 0.26
H -0.830 -5.391 5.078 -0.65 -0.14 -0.04
H -2.244 -4.569 5.852 0.15 0.05 0.35
H -2.707 -4.834 3.330 0.21 0.12 -0.57
H -3.473 -3.515 4.006 0.05 0.77 -0.30
H -2.512 -3.297 2.439 0.19 0.48 0.09
C 2.156 0.894 -2.210 -0.23 1.08 0.85
O 1.619 -0.109 -1.846 -0.41 -1.61 -0.48
N 2.555 1.142 -3.497 0.96 0.51 -0.29
C 3.001 2.472 -3.864 -0.59 -0.55 0.60
C 2.562 0.147 -4.528 -0.81 0.21 0.65
H 2.260 1.740 -1.514 0.49 0.11 -0.20
H 3.117 3.028 -2.933 -0.01 0.19 -0.04
H 2.208 2.893 -4.499 0.32 0.46 -0.14
H 3.969 2.485 -4.375 -0.04 -0.17 -0.11
H 2.196 -0.785 -4.098 0.22 -0.09 0.08
H 1.818 0.449 -5.280 0.35 -0.13 -0.46
H 3.574 0.045 -4.924 -0.06 -0.15 -0.33
C -1.050 2.807 -0.983 -0.17 1.25 -0.18
O -0.225 2.038 -0.650 0.99 -1.22 0.44
N -1.525 2.931 -2.262 -0.55 0.42 -0.67
C -2.414 3.989 -2.638 0.32 0.39 -0.28
C -1.183 1.992 -3.314 -0.07 0.48 0.32
H -1.415 3.604 -0.306 -0.37 -0.02 -0.03
H -2.515 4.737 -1.849 -0.23 -0.36 0.30
H -3.394 3.620 -2.970 -0.04 0.06 0.18
H -1.991 4.581 -3.469 -0.02 -0.27 -0.12
H -0.820 2.553 -4.187 0.03 -0.04 0.01
H -0.390 1.339 -2.954 -0.23 -0.28 0.06
H -2.095 1.458 -3.601 0.24 -0.33 -0.04
```
Forces are in eV/Å.

Net charge: -4
Lowest unoccupied orbital energy in Ha: 0.2697
Max |F| in eV/Å: 2.28
Highest occupied orbital energy in eV: 5.625
E in eV: -66031.3392